Below is a molecular structure, C25H50Br5F3IN3O5P3, with properties calculated with ωB97M-V/def2-TZVPD.

Last column: Löwdin charge in e.
Geometry (Å):
C: 5.45210 0.29396 2.33435  -0.094
C: 4.66148 0.69034 1.07540  -0.221
C: 3.14050 0.75009 1.38350  -0.203
N: 2.30371 -0.00722 0.43133  -0.007
C: 1.33656 0.71187 -0.35154  -0.528
P: 2.29590 1.90330 -1.57214  0.845
C: 1.06896 2.98810 -2.42854  -0.251
O: 3.22662 3.01512 -0.74955  -0.313
C: 0.11394 1.33503 0.38944  -0.177
C: 0.43382 2.58819 1.22939  -0.145
C: -0.64952 3.67369 1.37571  -0.220
C: -1.08867 4.34362 0.06319  -0.109
C: -0.89870 0.27914 1.01196  -0.272
C: -2.32409 0.81011 0.60038  -0.121
C: -2.74666 0.92342 -0.83733  -0.335
N: -3.96985 1.00571 -1.07507  0.122
C: -1.00171 0.49189 2.54040  -0.135
C: 0.25224 0.36282 3.44751  -0.156
C: 0.38542 1.47560 4.51124  -0.225
O: 1.72141 1.96676 4.54630  -0.065
C: -0.66744 -1.23519 0.56688  -0.408
C: 0.14549 -2.01477 1.66294  -0.192
C: 0.28920 -3.56886 1.56848  -0.118
C: -0.24892 -4.40140 2.71259  -0.688
F: 0.53119 -5.50289 2.77389  0.126
F: -1.44884 -4.87896 2.50307  0.164
F: -0.15253 -3.83585 3.89412  0.180
P: -2.22876 -2.38363 0.62760  0.955
C: -2.98680 -2.26092 2.33136  -0.208
O: -3.51024 -1.82488 -0.25826  -0.371
C: 0.00859 -1.36770 -0.82697  -0.802
Br: -1.30585 -1.82905 -2.26949  0.856
P: 1.30881 -2.68047 -1.22023  0.662
O: 2.57913 -2.87748 -0.26799  -0.191
O: 0.74685 -4.03736 -1.86745  -0.222
N: 0.62706 -0.16123 -1.36859  -0.445
I: 1.98692 -0.79646 -3.07058  0.872
H: 5.15481 -0.70956 2.63438  0.074
H: 5.32303 1.00803 3.14056  0.080
H: 6.49208 0.20690 2.02863  0.077
H: 4.90663 -0.05756 0.31596  0.110
H: 4.98989 1.66804 0.73748  0.092
H: 2.90671 1.80220 1.49938  0.108
H: 3.05708 0.26984 2.35941  0.086
H: 2.97086 -0.40070 -0.23443  0.057
H: 1.00251 3.90006 -1.83878  0.030
H: 0.10312 2.50864 -2.50763  -0.027
H: 1.46551 3.25986 -3.40293  0.045
H: 4.14543 2.82990 -0.97748  0.040
H: -0.40004 1.82452 -0.44209  0.089
H: 0.91490 2.43025 2.19330  0.090
H: 1.20944 3.11376 0.65786  0.099
H: -1.51915 3.40527 1.97380  0.093
H: -0.15985 4.47866 1.92663  0.117
H: -1.92392 4.99884 0.30592  0.085
H: -0.29948 4.94402 -0.37764  0.064
H: -1.50652 3.63634 -0.65536  -0.013
H: -3.05035 0.20323 1.12959  0.091
H: -2.48310 1.80187 1.01719  0.116
H: -2.08542 1.00275 -1.70583  0.038
H: -4.09207 1.09030 -2.08578  0.033
H: -1.77749 -0.11492 3.00273  0.104
H: -1.38126 1.49071 2.72744  0.094
H: 0.16084 -0.56352 4.01935  0.108
H: 1.15096 0.25447 2.84614  0.069
H: 0.06890 1.11152 5.48737  0.120
H: -0.23653 2.32643 4.23651  0.112
H: 2.32654 1.23693 4.36960  0.072
H: 1.12002 -1.56506 1.82309  0.093
H: -0.35489 -1.87865 2.61424  0.072
H: 1.35729 -3.77760 1.61036  0.108
H: -0.03837 -4.06054 0.65265  0.093
H: -2.33159 -2.61981 3.11561  0.033
H: -3.43753 -1.29091 2.52995  0.041
H: -3.81073 -2.97460 2.27480  0.054
H: -4.34434 -2.08682 0.15908  0.073
H: 2.53722 -2.50669 0.63082  0.075
H: 1.48139 -4.67489 -1.96568  0.116
H: -0.07830 0.35520 -1.88920  0.034
Br: -3.29812 -5.12426 -5.11086  0.609
C: -2.38914 -6.73262 -4.50088  -0.691
C: -0.98953 -6.43225 -4.03532  -0.712
Br: 0.23124 -6.15198 -5.52461  0.613
H: -2.42559 -7.44404 -5.31948  0.054
H: -2.98889 -7.10411 -3.67257  0.059
H: -0.58219 -7.28059 -3.48805  0.059
H: -0.93693 -5.54178 -3.41581  0.021
Br: -0.91863 6.66335 -3.45182  0.630
C: -1.30539 5.32831 -4.81336  -0.685
C: -2.63575 4.66637 -4.57485  -0.645
Br: -2.52864 3.37257 -3.12133  0.760
H: -0.47770 4.62620 -4.80893  0.039
H: -1.31410 5.87114 -5.75604  0.063
H: -2.94105 4.09529 -5.44915  0.063
H: -3.42110 5.36723 -4.31123  0.057

Output
DFT total energy in Eh: -16014.11556
Net charge: +1
Gap between HOMO and LUMO in eV: 5.930

***

Below is a molecular structure, C25H50F4N2O6Si2, with properties calculated with ωB97M-V/def2-TZVPD.

Last column: Löwdin charge in e.
Geometry (Å):
C: -4.96309 -3.47997 1.10763  -0.211
Si: -3.33930 -3.82045 2.13027  0.537
C: -3.81282 -5.17302 3.41303  -0.255
C: -4.15029 -4.56023 4.89493  -0.312
N: -3.04459 -4.84799 5.88400  -0.046
O: -2.93103 -2.39089 3.03147  -0.326
Si: -1.26195 -1.94830 2.89703  0.458
C: -0.77778 -1.20337 4.63143  -0.216
C: 0.76640 -0.76059 4.72406  -0.188
F: 1.36079 -0.43066 3.42894  -0.127
C: -0.05757 -3.38994 2.55254  -0.237
C: 0.00699 -4.51284 3.71077  -0.103
C: 0.66033 -5.90225 3.25883  -0.348
F: 1.98822 -6.12163 3.78039  0.034
F: -0.13345 -7.01122 3.76028  0.019
F: 0.75179 -6.09669 1.84899  0.047
N: -1.12924 -0.57999 1.72719  0.058
C: -1.40329 0.55097 2.32301  -0.274
O: -1.55783 1.48126 3.15469  0.066
H: -5.27210 -2.38890 1.26974  0.040
H: -5.78070 -4.24757 1.36253  0.035
H: -4.71434 -3.59045 -0.01280  0.033
H: -2.34399 -4.23911 1.14700  0.003
H: -3.00923 -5.97240 3.58383  0.071
H: -4.80127 -5.65258 3.05550  0.073
H: -4.40052 -3.44267 4.87321  0.102
H: -5.11268 -5.09160 5.27820  0.109
H: -3.40465 -5.66412 6.42733  0.074
H: -2.99112 -4.09758 6.60672  0.070
H: -1.50386 -0.37825 4.97129  0.087
H: -0.93442 -2.08366 5.37349  0.088
H: 0.81682 0.13137 5.46559  0.128
H: 1.34543 -1.65788 5.17312  0.115
H: -0.22870 -3.82697 1.48831  0.067
H: 1.00671 -2.91953 2.50125  0.106
H: -1.02913 -4.64793 4.22246  0.098
H: 0.68678 -4.07454 4.54571  0.129
C: 1.03885 -5.84515 -2.55367  -0.177
C: -0.33490 -5.92348 -3.17950  -0.179
C: -1.22626 -5.46755 -2.04179  -0.209
O: -0.45773 -4.54662 -1.25556  -0.163
C: 0.91348 -4.62038 -1.67034  -0.205
H: 1.84914 -5.76468 -3.28062  0.115
H: 1.21749 -6.73329 -1.93814  0.117
H: -0.40318 -5.21727 -4.01381  0.116
H: -0.59292 -6.91682 -3.55128  0.115
H: -1.50703 -6.30644 -1.39592  0.118
H: -2.13797 -4.97834 -2.39348  0.117
H: 1.14474 -3.70511 -2.22603  0.119
H: 1.56156 -4.66792 -0.79199  0.114
C: -1.58233 3.45979 0.13036  -0.189
C: -1.35502 4.33793 -1.07813  -0.178
C: -2.56621 4.01983 -1.93171  -0.205
O: -3.63341 3.68993 -1.03168  -0.140
C: -3.08912 3.51767 0.28391  -0.206
H: -1.05020 3.79423 1.02290  0.113
H: -1.26808 2.43378 -0.09207  0.111
H: -1.37465 5.39162 -0.77971  0.120
H: -0.41048 4.14589 -1.58968  0.100
H: -2.38497 3.14835 -2.57005  0.116
H: -2.86549 4.85897 -2.56466  0.115
H: -3.39342 4.37967 0.88758  0.119
H: -3.50061 2.61251 0.73697  0.111
C: 4.12452 4.21307 0.03158  -0.178
C: 4.35075 5.09189 -1.17733  -0.174
C: 3.13950 4.77284 -2.03014  -0.206
O: 2.07290 4.44209 -1.13011  -0.153
C: 2.61801 4.27011 0.18553  -0.203
H: 4.65672 4.54759 0.92398  0.115
H: 4.43893 3.18775 -0.19087  0.117
H: 4.33058 6.14547 -0.87896  0.118
H: 5.29522 4.90048 -1.68988  0.117
H: 3.32101 3.90155 -2.66867  0.114
H: 2.83966 5.61215 -2.66280  0.113
H: 2.31321 5.13182 0.78946  0.119
H: 2.20750 3.36458 0.63845  0.118
C: 3.27042 7.38594 -6.82922  -0.181
C: 2.58196 6.17161 -6.24890  -0.178
C: 3.75651 5.27796 -5.90479  -0.206
O: 4.85589 6.14136 -5.58522  -0.142
C: 4.51806 7.47981 -5.97376  -0.207
H: 2.66322 8.29252 -6.79767  0.114
H: 3.54558 7.19382 -7.87181  0.116
H: 2.04462 6.45068 -5.33614  0.112
H: 1.87281 5.69967 -6.93147  0.115
H: 4.05210 4.66232 -6.76104  0.118
H: 3.54814 4.61973 -5.05787  0.100
H: 4.33086 8.05627 -5.06115  0.116
H: 5.35871 7.93196 -6.50505  0.117

Output
DFT total energy in Eh: -2521.96238
Gap between HOMO and LUMO in eV: 9.659